This record from OMol25 describes a single C4H11N3O molecule. The level of theory is ωB97M-V/def2-TZVPD.

Cartesian coordinates (Å):
N: 1.78744 -1.94748 0.62630
C: 1.82869 -1.35268 -0.70553
N: 1.18880 -0.04951 -0.76528
C: -0.26536 -0.12355 -0.83119
C: -0.88647 1.24385 -0.54171
N: -1.14186 1.45826 0.88126
C: -2.38782 1.70822 1.34438
O: -3.35966 1.90989 0.65338
H: 1.04672 -2.62372 0.71892
H: 2.66695 -2.31921 0.94453
H: 2.85702 -1.25393 -1.03968
H: 1.33866 -2.02332 -1.42342
H: 1.44682 0.41418 0.10488
H: -0.68868 -0.88528 -0.16010
H: -0.55863 -0.42456 -1.84051
H: -1.82471 1.38168 -1.06157
H: -0.18356 1.99985 -0.90527
H: -0.44042 1.17735 1.55026
H: -2.42392 1.70997 2.45034

Results
LUMO energy   0.9028 eV
Energy relative to the best compared isomer or geometry (same formula, charge and spin)   106.0 kJ/mol
Kohn-Sham gap   10.090 eV
Calculated total energy   -398.513791 Ha
SMILES   NCNCCNC=O

This record from OMol25 describes a single C4H11N3O molecule. The level of theory is ωB97M-V/def2-TZVPD.

Cartesian coordinates (Å):
C: -0.23974 3.04655 -0.29419
N: -1.03362 1.90525 -0.47359
C: -0.61390 0.57886 -0.12313
O: -1.39389 -0.27893 -0.54822
C: 0.32379 0.13133 1.04699
N: 0.50281 -1.32149 1.30456
C: 1.41284 -1.94508 0.23548
N: 0.88017 -2.23877 -1.08802
H: -0.12575 3.23556 0.84905
H: -0.76350 4.03564 -0.76480
H: 0.69468 2.95086 -0.75921
H: -1.86306 1.84690 -0.92279
H: -0.17039 0.51474 2.07904
H: 1.18232 0.73287 1.07277
H: -0.38560 -1.76559 1.28151
H: 2.18691 -1.13454 0.00934
H: 2.04475 -2.83631 0.58827
H: 0.40256 -3.12840 -1.29327
H: 0.20463 -1.50517 -1.14562

Results
LUMO energy   0.7108 eV
Energy relative to the best compared isomer or geometry (same formula, charge and spin)   270.4 kJ/mol
Kohn-Sham gap   9.474 eV
Calculated total energy   -398.451192 Ha
SMILES   CNC(=O)CNCN

This record from OMol25 describes a single C4H11N3O molecule. The level of theory is ωB97M-V/def2-TZVPD.

Cartesian coordinates (Å):
C: -0.93192 0.51519 -2.54543
O: -0.16450 0.16286 -1.36777
N: -0.83820 -0.98261 -0.96107
C: -1.05042 -0.99459 0.32904
N: -0.83269 -0.09272 1.27110
C: 0.16774 0.96625 1.37712
C: 1.54545 0.51747 1.51826
N: 1.97587 -0.38106 0.52861
H: -1.93466 0.74778 -2.21895
H: -0.51736 1.45656 -2.91060
H: -0.88776 -0.23714 -3.45024
H: -1.43312 -1.86095 0.68343
H: -1.47282 -0.29130 1.99719
H: -0.26868 1.57152 2.14502
H: 0.07274 1.48690 0.44196
H: 1.60951 0.00247 2.55744
H: 2.16677 1.38503 1.50073
H: 1.93963 -0.08843 -0.42527
H: 1.52171 -1.30649 0.67696

Results
LUMO energy   0.8252 eV
Energy relative to the best compared isomer or geometry (same formula, charge and spin)   406.2 kJ/mol
Kohn-Sham gap   9.010 eV
Calculated total energy   -398.399437 Ha
SMILES   CO/N=C\NCCN